No. 1
Computed, not measured: a molecular structure, C18H21IrN5O4P, with ωB97M-V/def2-TZVPD.

Geometry (Å):
Ir 1.71 -0.01 -0.92
O 5.53 -0.54 -0.09
C 4.37 -0.28 -0.06
O 3.65 0.15 -1.10
C 3.52 -0.34 1.16
C 4.12 -0.39 2.42
C 3.33 -0.41 3.52
C 1.93 -0.44 3.38
C 1.09 -0.51 4.52
C -0.26 -0.60 4.38
C -0.82 -0.63 3.09
C -0.03 -0.55 1.98
C 1.36 -0.43 2.09
N 2.20 -0.33 0.97
H 5.20 -0.41 2.45
H 3.76 -0.42 4.52
H 1.55 -0.52 5.50
H -0.90 -0.66 5.25
H -1.90 -0.73 2.99
H -0.45 -0.60 1.00
C -3.76 -0.60 -0.53
N -3.04 0.64 -1.03
C -3.21 0.75 -2.54
N -2.65 -0.41 -3.15
C -3.31 -1.61 -2.65
N -3.17 -1.73 -1.18
C -1.83 -2.06 -0.78
P -0.47 -0.85 -1.40
C -1.89 0.93 -0.52
C -1.19 -0.49 -3.10
H -4.81 -0.52 -0.80
H -3.65 -0.65 0.55
H -2.72 1.67 -2.87
H -4.27 0.81 -2.76
H -2.87 -2.49 -3.11
H -4.37 -1.56 -2.89
H -1.50 -2.99 -1.24
H -1.77 -2.17 0.31
H -1.35 1.77 -0.95
H -1.76 0.79 0.55
H -0.86 -1.34 -3.71
H -0.76 0.42 -3.52
C 2.46 4.55 -1.16
C 2.05 3.17 -0.94
N 1.74 2.08 -0.76
H 1.84 5.22 -0.57
H 2.36 4.79 -2.22
H 3.50 4.66 -0.87
O 1.81 -1.90 -1.38
O 0.47 -2.19 -1.84

Values from the calculation:
* net charge: +2
* HOMO: -14.8 eV
* multiplicity: 1
* energy relative to the best compared isomer or geometry (same formula, charge and spin): 1.576 eV
* M: 594.59 g/mol

Charges per atom according to Löwdin partitioning, unit e: 1.294 0.187 -0.540 -0.172 -0.136 0.054 0.059 -0.122 0.012 -0.032 -0.040 -0.059 -0.145 0.004 0.146 0.144 0.135 0.126 0.113 -0.007 -0.078 0.002 -0.086 -0.139 -0.111 -0.125 -0.178 0.863 0.000 -0.218 0.153 0.146 0.148 0.152 0.153 0.149 0.122 0.105 0.117 0.104 0.119 0.107 0.002 -0.130 0.026 0.104 0.106 0.110 -0.344 -0.400



No. 2
Computed, not measured: a molecular structure, C33H29NO5P2PtS, with ωB97M-V/def2-TZVPD.

Geometry (Å):
Pt 1.27 -2.01 -1.33
C -0.11 4.15 2.89
S -1.80 3.58 2.60
C -1.85 3.55 0.78
C -1.66 2.16 0.19
C -0.31 1.57 0.59
N 0.00 0.30 -0.09
P 0.53 0.10 -1.70
C -0.92 -0.24 -2.74
C -0.64 -0.58 -4.07
C -1.67 -0.98 -4.91
C -2.97 -1.08 -4.43
C -3.24 -0.76 -3.11
C -2.22 -0.33 -2.27
C 1.02 1.78 -2.17
C 0.20 2.60 -2.94
C 0.56 3.93 -3.15
C 1.73 4.43 -2.61
C 2.56 3.61 -1.86
C 2.21 2.29 -1.64
P 0.71 -1.01 0.76
C 2.20 -0.27 1.53
C 3.44 -0.51 0.93
C 4.59 0.05 1.46
C 4.53 0.85 2.59
C 3.30 1.10 3.19
C 2.14 0.54 2.67
C -0.41 -1.30 2.15
C -1.79 -1.17 1.95
C -2.67 -1.46 2.98
C -2.18 -1.92 4.20
C -0.82 -2.10 4.38
C 0.07 -1.80 3.36
H -0.02 4.34 3.96
H 0.07 5.08 2.35
H 0.63 3.40 2.59
H -1.09 4.24 0.42
H -2.83 3.94 0.51
H -1.72 2.23 -0.90
H -2.46 1.50 0.53
H -0.33 1.37 1.66
H 0.48 2.31 0.40
H 0.38 -0.55 -4.43
H -1.45 -1.22 -5.95
H -3.76 -1.44 -5.07
H -4.25 -0.86 -2.72
H -2.44 -0.08 -1.24
H -0.71 2.21 -3.37
H -0.09 4.57 -3.74
H 2.00 5.47 -2.77
H 3.49 4.00 -1.45
H 2.86 1.64 -1.06
H 3.48 -1.14 0.06
H 5.55 -0.16 1.00
H 5.43 1.27 3.01
H 3.24 1.73 4.07
H 1.19 0.73 3.16
H -2.16 -0.85 0.98
H -3.73 -1.34 2.83
H -2.87 -2.15 5.00
H -0.45 -2.49 5.31
H 1.13 -1.95 3.50
O -1.44 -7.76 -0.38
C -1.00 -6.68 -0.66
C -1.83 -5.44 -1.00
O -3.01 -5.40 -1.24
C -0.87 -4.28 -1.03
C 0.50 -4.82 -1.02
O 1.54 -4.14 -1.21
C 0.47 -6.27 -0.71
O 1.41 -7.00 -0.50
O -1.14 -3.09 -1.04

Values from the calculation:
* net charge: 0
* HOMO (spin up / spin down): -7.1 / -8.2 eV
* multiplicity: 3
* ⟨S²⟩: 2.024
* M: 808.69 g/mol

Charges per atom according to Löwdin partitioning, unit e: 0.641 -0.410 0.808 -0.482 -0.254 -0.272 -0.412 0.809 -0.386 -0.115 -0.074 -0.075 -0.064 -0.090 -0.332 -0.079 -0.069 -0.075 -0.072 -0.092 0.895 -0.339 -0.116 -0.076 -0.079 -0.075 -0.103 -0.341 -0.081 -0.064 -0.074 -0.072 -0.090 0.030 0.037 0.012 0.078 0.070 0.098 0.102 0.078 0.110 0.104 0.105 0.105 0.109 0.081 0.106 0.107 0.106 0.107 0.102 0.063 0.107 0.105 0.106 0.101 0.090 0.109 0.106 0.107 0.110 0.166 -0.244 -0.252 0.157 -0.289 -0.268 -0.114 -0.269 0.149 0.025



No. 3
Computed, not measured: a molecular structure, C6H7NaO6Rb, with ωB97M-V/def2-TZVPD.

Geometry (Å):
O -2.28 1.03 -0.59
C -1.22 1.55 -0.21
O -0.07 1.19 -0.59
O -1.33 2.54 0.72
C -0.74 2.35 1.94
C -0.92 1.24 2.67
Rb -1.99 -1.80 -3.80
H -1.26 0.33 2.17
H -1.04 1.21 3.75
Na 1.88 1.36 0.43
C -0.30 3.54 2.85
C 1.17 3.52 3.21
O 1.47 4.83 3.71
C 2.75 5.12 3.90
O 3.66 4.33 3.91
O 2.87 6.43 4.05
H -0.91 3.65 3.76
H -0.51 4.44 2.25
H 1.81 3.30 2.35
H 1.39 2.78 3.99
H 3.78 6.64 4.28

Values from the calculation:
* net charge: +1
* HOMO: -11.2 eV
* multiplicity: 1
* energy relative to the best compared isomer or geometry (same formula, charge and spin): 0.000 eV
* M: 283.57 g/mol

Charges per atom according to Löwdin partitioning, unit e: 0.022 -0.764 -0.112 0.072 -0.320 0.088 0.963 0.079 0.088 0.770 -0.093 -0.161 0.048 -0.637 0.117 0.169 0.137 0.133 0.117 0.143 0.142